Below is a structure of composition C34H39CaN5O at a distorted geometry, with properties calculated with ωB97M-V/def2-TZVPD.

The geometry in XYZ format:
```
80
C34H39CaN5O | the OMol25 dataset | ωB97M-V/def2-TZVPD
Ca 0.391 -0.285 0.735
N 1.214 -2.904 2.581
N 1.061 -2.283 -1.030
C 1.613 2.185 0.085
C 2.698 1.319 0.392
C 2.581 0.939 1.759
C 3.419 -0.065 2.468
H 4.232 -0.424 1.820
H 2.830 -0.946 2.794
H 3.889 0.372 3.365
C 1.436 1.588 2.307
C 0.936 1.425 3.698
H 1.417 2.134 4.392
H 1.148 0.416 4.087
H -0.148 1.600 3.762
C 0.828 2.350 1.265
C -0.425 3.142 1.369
H -1.158 2.649 2.025
H -0.885 3.285 0.381
H -0.242 4.147 1.781
C 3.752 0.869 -0.554
H 4.671 1.474 -0.472
H 3.413 0.947 -1.596
H 4.035 -0.176 -0.365
C 1.345 2.800 -1.244
H 0.266 2.937 -1.409
H 1.731 2.170 -2.057
H 1.820 3.791 -1.349
C 0.567 -3.491 3.589
H 1.060 -3.473 4.567
C -0.678 -4.118 3.447
H -1.137 -4.576 4.318
C -1.283 -4.147 2.187
H -2.278 -4.571 2.055
C -0.591 -3.634 1.097
H -0.987 -3.672 0.084
C 0.703 -3.056 1.312
C 1.516 -2.510 0.277
H 2.579 -2.308 0.454
C 0.649 -1.025 -1.475
C 1.043 -3.210 -2.101
H 1.270 -4.243 -1.957
C 0.771 -2.511 -3.208
H 0.693 -2.814 -4.235
N 0.563 -1.180 -2.812
C 0.350 -0.069 -3.674
C 1.381 0.340 -4.536
C 1.171 1.477 -5.327
H 1.957 1.795 -6.014
C -0.023 2.198 -5.254
C -0.281 3.369 -6.156
H -0.828 4.153 -5.620
H -0.890 3.076 -7.021
H 0.661 3.779 -6.533
C -0.987 1.826 -4.315
H -1.910 2.401 -4.221
C -0.811 0.700 -3.502
C -1.848 0.376 -2.475
H -2.000 -0.700 -2.327
H -2.801 0.812 -2.800
H -1.629 0.826 -1.490
C 2.707 -0.355 -4.586
H 2.647 -1.333 -5.085
H 3.170 -0.502 -3.597
H 3.399 0.268 -5.171
N -5.074 -0.851 5.552
C -5.232 -0.292 4.308
O -6.310 0.165 3.952
C -4.043 -0.303 3.403
C -2.824 -0.890 3.754
C -1.728 -0.776 2.896
N -1.803 -0.153 1.692
C -3.013 0.342 1.303
C -4.127 0.317 2.143
H -5.857 -0.753 6.180
H -4.180 -1.035 5.972
H -2.698 -1.439 4.686
H -0.763 -1.232 3.164
H -3.061 0.761 0.296
H -5.051 0.784 1.811
```

Results
gap between HOMO and LUMO (alpha / beta): 1.9 / 4.5 eV
M: 573.798 g mol⁻¹
energy above the lowest of the compared OMol25 structures with the same formula, charge and spin: 0.0 kJ/mol
spin multiplicity: 1
DFT total energy: -63827.5914 eV
charge: -2